## w
Density functional theory data (ωB97M-V/def2-TZVPD) for 2 unconnected molecules or ions with the total composition C8H14NO.

Geometry (Å):
C 2.74 -1.11 -0.42
C -1.50 -1.17 -0.04
C -0.90 -0.80 -1.25
C -0.74 -1.44 1.11
C 0.48 -0.70 -1.31
C 0.66 -1.27 0.99
C 1.27 -0.93 -0.21
O -2.82 -1.10 0.03
H -3.34 -1.98 -0.01
H -1.58 -0.39 -2.01
H -1.40 -1.86 1.97
H 0.88 -0.33 -2.32
H 1.38 -1.62 1.70
H 3.18 -0.53 -1.24
H 2.84 -2.20 -0.88
H 3.38 -1.27 0.51
C 0.00 2.54 0.82
N -1.22 2.13 0.10
H -0.96 1.92 -0.86
H -1.57 1.25 0.47
H -1.88 2.86 -0.09
H 0.69 1.66 1.08
H -0.24 3.23 1.69
H 0.68 3.14 0.17

For the HOMO energy, the calculation gives -12.166 eV. The net charge is +1. For the molar mass, the calculation gives 140.2 g/mol.

For reference, the Mulliken charges in units of e are: number 1, C, carries -1.477; number 2, C, carries -0.093; number 3, C, carries -0.577; number 4, C, carries -0.307; number 5, C, carries -0.228; number 6, C, carries -0.536; number 7, C, carries 0.811; number 8, O, carries -0.507; number 9, H, carries 0.368; number 10, H, carries 0.543; number 11, H, carries 0.341; number 12, H, carries 0.263; number 13, H, carries 0.404; number 14, H, carries 0.336; number 15, H, carries 0.330; number 16, H, carries 0.346; number 17, C, carries -0.688; number 18, N, carries -0.189; number 19, H, carries 0.376; number 20, H, carries 0.227; number 21, H, carries 0.371; number 22, H, carries 0.212; number 23, H, carries 0.338; number 24, H, carries 0.340


## x
Density functional theory data (ωB97M-V/def2-TZVPD) for a gas-phase ion, C8H14NO (charge +1).

Geometry (Å):
C -0.88 -1.52 2.49
C -0.07 -0.31 2.47
C -1.44 -2.31 1.59
C 0.22 0.63 1.41
C -0.99 0.53 -1.89
C 1.18 1.91 -1.03
C 1.31 -0.52 -1.46
C 0.29 0.58 -0.98
N -0.06 0.14 0.21
O -2.47 -2.68 1.04
H -0.81 -1.87 3.53
H 0.28 -0.07 3.48
H -0.39 1.43 1.64
H 1.30 1.01 1.50
H -0.79 0.55 -2.93
H -1.38 -0.46 -1.63
H -1.66 1.38 -1.75
H 0.87 2.57 -1.82
H 2.20 1.69 -1.23
H 1.19 2.64 -0.21
H 0.70 -1.36 -1.75
H 1.66 -0.05 -2.33
H 2.08 -0.61 -0.72
H -2.34 -3.32 0.36

For the HOMO energy (alpha / beta), the calculation gives -12.247 / -12.879 eV. The net charge is +1. For the molar mass, the calculation gives 140.2 g/mol.

For reference, the Mulliken charges in units of e are: number 1, C, carries -0.279; number 2, C, carries -0.435; number 3, C, carries 0.261; number 4, C, carries -0.380; number 5, C, carries -1.446; number 6, C, carries -1.576; number 7, C, carries -1.563; number 8, C, carries 1.079; number 9, N, carries -0.105; number 10, O, carries -0.242; number 11, H, carries 0.361; number 12, H, carries 0.376; number 13, H, carries 0.449; number 14, H, carries 0.401; number 15, H, carries 0.414; number 16, H, carries 0.332; number 17, H, carries 0.364; number 18, H, carries 0.404; number 19, H, carries 0.413; number 20, H, carries 0.426; number 21, H, carries 0.380; number 22, H, carries 0.488; number 23, H, carries 0.429; number 24, H, carries 0.450


Stability, lowest: x


## w
Density functional theory data (ωB97M-V/def2-TZVPD) for a single C9H11NOS molecule.

Geometry (Å):
C 1.11 -1.89 0.78
C -0.24 -1.76 0.90
C 1.20 0.32 -0.24
C 1.87 -0.80 0.23
C -0.92 -0.53 0.38
C -2.14 -0.23 0.77
C -1.08 1.62 -0.75
C 3.33 -0.93 0.46
C -1.98 1.34 -1.95
N -0.23 0.41 -0.41
O -1.89 2.15 1.90
S -2.49 1.53 0.69
H 1.55 -2.81 1.19
H -0.91 -2.51 1.50
H 1.79 1.08 -0.66
H -2.81 -0.82 1.29
H -0.44 2.49 -0.92
H 3.91 -1.19 -0.35
H 3.60 0.10 0.63
H 3.62 -1.45 1.46
H -2.76 0.58 -1.76
H -1.60 1.02 -2.91
H -2.50 2.29 -2.22

For the HOMO energy (alpha / beta), the calculation gives -7.488 / -7.488 eV. For the molar mass, the calculation gives 181.3 g/mol.

For reference, the Mulliken charges in units of e are: number 1, C, carries -0.329; number 2, C, carries -0.790; number 3, C, carries -0.512; number 4, C, carries 0.587; number 5, C, carries 0.886; number 6, C, carries -0.995; number 7, C, carries -0.198; number 8, C, carries -1.316; number 9, C, carries -1.130; number 10, N, carries 0.110; number 11, O, carries -0.586; number 12, S, carries 0.336; number 13, H, carries 0.360; number 14, H, carries 0.209; number 15, H, carries 0.423; number 16, H, carries 0.491; number 17, H, carries 0.431; number 18, H, carries 0.318; number 19, H, carries 0.382; number 20, H, carries 0.327; number 21, H, carries 0.297; number 22, H, carries 0.362; number 23, H, carries 0.338


## x
Density functional theory data (ωB97M-V/def2-TZVPD) for a single C9H11NOS molecule.

Geometry (Å):
O 1.00 -2.39 0.18
C 0.60 -1.25 0.29
N 0.18 -0.51 -0.76
C 0.10 -1.09 -2.09
C -1.05 -0.34 -2.74
H -2.01 -0.78 -2.45
C -0.90 1.06 -2.14
H -0.11 1.60 -2.66
C -0.49 0.78 -0.70
H -1.36 0.71 -0.04
H 0.18 1.55 -0.30
H -1.82 1.65 -2.20
H -0.99 -0.34 -3.83
H 1.04 -0.92 -2.63
H -0.06 -2.17 -2.01
C 0.55 -0.55 1.60
C 1.27 0.52 2.03
C 1.02 0.85 3.38
C 0.10 0.03 3.95
S -0.46 -1.18 2.86
H -0.29 0.06 4.95
H 1.50 1.67 3.89
H 1.99 1.04 1.41

As for the structure (SMILES): O=C(c1cccs1)N1CCCC1. For the HOMO energy, the calculation gives -8.967 eV. For the molar mass, the calculation gives 181.3 g/mol.

For reference, the Mulliken charges in units of e are: number 1, O, carries -0.649; number 2, C, carries 0.436; number 3, N, carries 0.159; number 4, C, carries -0.637; number 5, C, carries -0.570; number 6, H, carries 0.291; number 7, C, carries -0.601; number 8, H, carries 0.294; number 9, C, carries -0.540; number 10, H, carries 0.319; number 11, H, carries 0.248; number 12, H, carries 0.355; number 13, H, carries 0.346; number 14, H, carries 0.256; number 15, H, carries 0.336; number 16, C, carries 0.082; number 17, C, carries -0.308; number 18, C, carries -0.517; number 19, C, carries -0.483; number 20, S, carries -0.143; number 21, H, carries 0.450; number 22, H, carries 0.392; number 23, H, carries 0.485


Stability, lowest: w